(1)
# C44H54BFeN9

A structure of composition C44H54BFeN9 (ωB97M-V with the def2-TZVPD basis set, the OMol25 dataset).

Results
ΔE to the lowest compared entry with this formula, charge and spin, eV: 0.000
Electronic energy, eV: -94977.5565
Net charge: +1
2S+1: 6

Each line ends with the Löwdin charge.
Element x y z (Å)
Fe  -0.92840  -0.80998  0.17341  0.99
C  -0.76365  -3.74650  2.39719  -0.04
C  -0.70225  -4.04613  0.95491  -0.35
C  -0.66722  -5.31951  0.31924  0.04
C  -0.72753  -5.03243  -1.05923  -0.27
C  -0.72142  -6.01602  -2.17628  -0.02
N  -0.78501  -3.70112  -1.22050  0.04
N  -0.73933  -3.06649  0.03218  0.03
B  -0.85206  -2.90028  -2.52323  -0.56
N  0.39502  -2.02766  -2.62752  0.03
N  0.88631  -1.28637  -1.54565  0.08
C  2.11106  -0.84497  -1.92497  -0.33
C  3.07300  -0.12780  -1.07407  -0.03
C  2.39384  -1.26521  -3.25361  0.02
C  1.27428  -2.01001  -3.64216  -0.28
C  1.06382  -2.71960  -4.93402  -0.02
N  -2.09344  -1.99778  -2.59408  0.04
N  -2.27689  -0.94590  -1.68680  0.05
C  -3.43597  -0.34932  -2.02594  -0.36
C  -3.98516  0.78371  -1.25586  -0.04
C  -3.98597  -0.96524  -3.17837  0.04
C  -3.09415  -2.00884  -3.49981  -0.27
C  -3.18240  -2.94568  -4.64575  -0.02
H  -1.63011  -4.25932  2.84604  0.10
H  -0.86577  -2.66659  2.54638  0.05
H  0.14356  -4.12166  2.90797  0.09
H  -0.60716  -6.29487  0.78008  0.11
H  -0.69987  -7.02267  -1.74712  0.09
H  0.16555  -5.87303  -2.81396  0.09
H  -1.61629  -5.90350  -2.79501  0.08
H  -0.90980  -3.70842  -3.44474  0.12
H  2.62954  0.76018  -0.62133  0.05
H  3.91554  0.18481  -1.69616  0.09
H  3.42835  -0.77565  -0.25968  0.09
H  3.29308  -1.08427  -3.82205  0.11
H  1.91599  -2.48343  -5.58017  0.09
H  0.13963  -2.38147  -5.42181  0.08
H  0.99362  -3.80727  -4.79783  0.08
H  -3.32653  1.03529  -0.41487  0.06
H  -4.98189  0.51146  -0.86855  0.10
H  -4.10763  1.67189  -1.89788  0.09
H  -4.89660  -0.71568  -3.69753  0.11
H  -4.09355  -2.71841  -5.20439  0.09
H  -3.21007  -3.99094  -4.30532  0.09
H  -2.31668  -2.83565  -5.31269  0.08
C  -4.89798  -3.40890  0.84507  -0.04
C  -5.59334  -2.79630  1.88843  -0.04
C  -5.09662  -1.60769  2.41930  0.01
C  -3.89771  -1.06431  1.87801  -0.24
N  -3.20951  -1.69069  0.93385  0.08
C  -3.72062  -2.82882  0.40728  -0.10
C  -3.34384  0.21030  2.34470  -0.21
C  -4.15398  1.14008  3.00946  -0.02
C  -3.61951  2.33700  3.48709  -0.07
C  -2.27520  2.59975  3.31685  -0.07
C  -1.47609  1.69385  2.61835  -0.10
C  -2.00024  0.51401  2.07189  0.01
H  -5.23487  -4.32985  0.38830  0.11
H  -6.49497  -3.22277  2.30472  0.11
H  -5.59379  -1.08687  3.22267  0.10
H  -3.14644  -3.28457  -0.38964  0.10
H  -5.21264  0.93775  3.14505  0.11
H  -4.25721  3.04095  4.00220  0.11
H  -1.81247  3.49819  3.71063  0.11
H  -0.42249  1.91272  2.51884  0.07
C  4.28206  1.05656  5.22655  -0.04
C  4.54077  1.10115  3.71276  -0.56
C  5.06439  2.49406  3.34272  -0.06
C  5.60274  0.05388  3.33183  -0.04
C  3.26863  0.75452  2.97820  -0.14
C  2.69913  -0.52905  3.14348  0.02
C  1.60053  -0.88342  2.38434  -0.09
N  0.99380  -0.08090  1.50085  0.08
C  1.50472  1.17348  1.33977  -0.26
C  2.63409  1.61052  2.08036  0.07
C  0.89505  1.97702  0.31024  -0.24
C  1.38008  3.25404  -0.04148  0.06
C  0.85305  3.95242  -1.12515  -0.13
C  -0.20845  3.32984  -1.82291  0.04
C  -0.64431  2.08668  -1.40899  -0.09
N  -0.13449  1.40412  -0.37308  0.08
C  1.45875  5.27077  -1.56436  -0.57
C  0.66117  5.91401  -2.70490  -0.06
C  2.88475  4.97547  -2.05687  -0.03
C  1.50264  6.24052  -0.38339  -0.04
H  5.20278  1.25819  5.78508  0.09
H  3.89924  0.07517  5.54541  0.08
H  3.53878  1.80463  5.53339  0.10
H  5.98450  2.71045  3.90579  0.10
H  4.33679  3.28305  3.56638  0.09
H  5.31190  2.57503  2.27058  0.09
H  6.55398  0.28515  3.82767  0.10
H  5.77604  0.03879  2.24729  0.10
H  5.30912  -0.95891  3.61066  0.08
H  3.12546  -1.23737  3.84217  0.12
H  1.19542  -1.88574  2.46437  0.09
H  3.01561  2.60913  1.93443  0.10
H  2.19871  3.67829  0.53267  0.11
H  -0.68059  3.81116  -2.67000  0.11
H  -1.43294  1.59620  -1.95760  0.09
H  0.66417  5.28554  -3.60724  0.09
H  1.11626  6.87775  -2.96962  0.09
H  -0.38490  6.11179  -2.44055  0.09
H  2.86305  4.24459  -2.87919  0.10
H  3.51997  4.55953  -1.26398  0.08
H  3.35996  5.88819  -2.43647  0.09
H  0.50013  6.40999  0.03209  0.10
H  1.89594  7.21358  -0.69121  0.09
H  2.13164  5.87462  0.43636  0.08

---

(2)
# C35H33ClN6ORbS

A structure of composition C35H33ClN6ORbS (ωB97M-V with the def2-TZVPD basis set, the OMol25 dataset).

Results
ΔE to the lowest compared entry with this formula, charge and spin, eV: 0.063
Electronic energy, eV: -71833.3330
Net charge: -1
2S+1: 1

Each line ends with the Löwdin charge.
Element x y z (Å)
Rb  -0.15439  0.70780  0.18280  0.78
C  -4.03833  2.12413  -3.84067  -0.12
C  -3.06440  2.96694  -3.32021  -0.09
C  -1.81275  2.47792  -2.98520  -0.03
C  -1.50292  1.12751  -3.17207  -0.32
C  -2.49311  0.28197  -3.68419  -0.05
C  -3.74381  0.77858  -4.01602  -0.10
N  -0.26624  0.65338  -2.73067  0.02
C  0.54038  -0.00242  -3.51963  -0.26
C  0.36658  -0.08601  -4.96443  -0.03
C  1.27308  -0.69256  -5.76480  -0.10
C  2.44665  -1.31245  -5.24054  -0.12
C  2.65432  -1.28287  -3.89944  -0.06
C  1.73921  -0.65363  -3.00677  -0.23
N  1.92787  -0.66033  -1.66161  0.03
N  2.97845  -1.24953  -1.23201  0.01
C  3.14031  -1.23707  0.16170  -0.35
C  4.16210  -2.06825  0.64810  -0.03
C  4.38862  -2.13082  2.00459  -0.09
C  3.59789  -1.36782  2.86064  -0.08
C  2.62740  -0.56192  2.29164  -0.15
N  2.41106  -0.47692  0.97978  0.04
H  -5.01967  2.50771  -4.08907  0.09
H  -3.28483  4.01505  -3.15739  0.10
H  -1.05511  3.12472  -2.55759  0.08
H  -2.26995  -0.77207  -3.80524  0.11
H  -4.49872  0.10505  -4.40536  0.09
H  -0.50059  0.39562  -5.39496  0.10
H  1.10857  -0.69739  -6.83734  0.10
H  3.15092  -1.79585  -5.90495  0.08
H  3.52721  -1.74824  -3.46312  0.09
H  4.73662  -2.64754  -0.06123  0.10
H  5.16839  -2.77226  2.39752  0.10
H  3.72838  -1.39201  3.93359  0.09
H  1.98955  0.06007  2.91502  0.11
Cl  -3.70929  0.12157  3.08240  0.67
C  -2.36197  1.26222  3.04539  -0.61
C  -1.48020  1.23277  4.09945  -0.17
C  -0.41487  2.12896  4.17980  -0.16
C  -0.31405  3.08461  3.15569  -0.15
C  -1.19101  3.11864  2.10268  -0.15
C  -2.28840  2.18696  1.94716  -0.48
C  -3.11307  2.18806  0.84577  -0.10
H  -1.63169  0.48966  4.87475  0.09
H  0.27183  2.10799  5.01496  0.07
H  0.47765  3.82764  3.18803  0.09
H  -1.06542  3.87156  1.33153  0.08
H  -3.01132  2.96234  0.09592  0.02
H  -3.94861  1.50838  0.76241  0.00
S  1.35897  4.21195  -0.75423  0.59
C  2.74367  3.29064  -0.67433  -0.92
N  3.56803  3.18328  0.39693  0.02
C  4.61377  2.18751  0.20488  -0.13
C  4.44523  1.80070  -1.28318  -0.13
N  3.26473  2.55506  -1.67361  0.03
H  3.20098  3.43702  1.29639  0.13
H  4.47828  1.32880  0.86742  0.10
H  5.59654  2.62329  0.39111  0.11
H  4.28824  0.73409  -1.41874  0.09
H  5.31337  2.10244  -1.87334  0.11
H  2.69994  2.34384  -2.48013  0.13
C  -2.90986  -1.95520  0.20483  -0.01
C  -2.02408  -2.06627  1.41619  -0.43
O  -1.00960  -1.40819  1.51976  -0.09
C  -2.39582  -3.02977  2.50153  -0.17
C  -1.46535  -3.28705  3.50281  -0.01
C  -1.77730  -4.16081  4.53071  -0.08
C  -3.02319  -4.77358  4.56759  -0.09
C  -3.95601  -4.51598  3.57362  -0.08
C  -3.64073  -3.64838  2.53843  -0.04
H  -2.41276  -1.37231  -0.56811  0.08
H  -3.82891  -1.43539  0.48130  0.08
H  -3.16898  -2.94157  -0.18239  0.09
H  -0.50960  -2.78208  3.46237  0.12
H  -1.05170  -4.35890  5.30933  0.10
H  -3.27016  -5.44970  5.37671  0.10
H  -4.93097  -4.98509  3.60646  0.10
H  -4.37506  -3.43816  1.77289  0.11

---

(3)
# C67H66N5O5P2RuS2

A structure of composition C67H66N5O5P2RuS2 (ωB97M-V with the def2-TZVPD basis set, the OMol25 dataset).

Results
ΔE to the lowest compared entry with this formula, charge and spin, eV: 0.412
Electronic energy, eV: -131057.8889
Net charge: +2
2S+1: 2

Each line ends with the Löwdin charge.
Element x y z (Å)
Ru  0.13781  -0.24499  -0.00726  0.79
N  -0.53697  -0.83411  2.08505  -0.05
N  -1.92094  -1.09335  2.34257  0.01
C  -2.76674  -0.32639  1.50819  -0.82
N  -4.01290  -0.98734  1.39815  0.09
S  -2.12881  -0.05122  -0.18362  0.74
H  -0.01602  -1.43682  2.71026  0.08
H  -0.36542  0.13998  2.38860  0.04
H  -2.09407  -2.07203  2.11761  0.10
H  -4.48319  -1.00422  2.29757  0.11
H  -4.61241  -0.55342  0.70818  0.09
C  1.07226  -5.23047  -5.81513  -0.02
C  0.18876  -4.64731  -4.71101  -0.42
C  -1.18559  -5.34653  -4.73178  0.00
C  0.81811  -4.86547  -3.33761  -0.08
C  1.46445  -6.03618  -2.96169  0.01
C  1.91658  -6.23206  -1.65953  -0.04
C  1.74751  -5.24492  -0.70334  -0.06
C  1.12845  -4.04590  -1.05755  -0.25
P  0.70729  -2.76603  0.18708  1.14
C  -0.73054  -3.67319  0.86942  -0.36
C  -1.97496  -3.47703  0.27366  -0.13
C  -3.07018  -4.23587  0.66774  -0.06
C  -2.93126  -5.19509  1.66033  -0.05
C  -1.68829  -5.41691  2.23742  -0.05
C  -0.58891  -4.67020  1.83789  -0.08
C  2.08921  -3.00255  1.35293  -0.37
C  1.93717  -3.04096  2.74074  -0.12
C  3.03621  -3.20946  3.57048  -0.06
C  4.30687  -3.33950  3.02533  -0.05
C  4.47093  -3.29781  1.65002  -0.05
C  3.37211  -3.12391  0.82081  -0.10
C  0.67198  -3.91137  -2.34555  -0.21
O  0.02507  -2.73562  -2.54778  -0.02
C  -0.13323  -2.29987  -3.82129  -0.20
C  -0.34669  -0.94522  -3.90848  -0.23
C  -0.49646  -0.38805  -5.18068  -0.08
C  -0.42926  -1.19943  -6.29733  -0.04
C  -0.19134  -2.56322  -6.16048  0.01
C  -0.02741  -3.14965  -4.91446  -0.08
P  -0.17255  0.16458  -2.44757  1.05
C  1.35264  1.01834  -2.97641  -0.40
C  1.33413  2.11147  -3.83587  -0.11
C  2.52649  2.64478  -4.30826  -0.06
C  3.73923  2.08886  -3.92543  -0.06
C  3.76096  0.99726  -3.06433  -0.07
C  2.57114  0.46379  -2.59152  -0.12
C  -1.51708  1.35402  -2.73906  -0.44
C  -1.49234  2.59164  -2.09737  -0.13
C  -2.50818  3.50711  -2.29476  -0.07
C  -3.58704  3.18234  -3.10959  -0.06
C  -3.64670  1.93873  -3.71292  -0.05
C  -2.61518  1.02478  -3.52896  -0.09
H  1.20788  -6.30218  -5.67836  0.08
H  2.05446  -4.75628  -5.83395  0.11
H  0.60805  -5.10452  -6.79189  0.08
H  -1.06667  -6.42025  -4.57734  0.10
H  -1.67608  -5.18550  -5.69309  0.10
H  -1.83596  -4.95817  -3.94527  0.10
H  1.60361  -6.82723  -3.68659  0.12
H  2.39551  -7.16339  -1.39013  0.12
H  2.09425  -5.41268  0.30763  0.11
H  -2.09392  -2.73506  -0.50615  0.07
H  -4.03183  -4.06259  0.20436  0.11
H  -3.78552  -5.77950  1.97524  0.12
H  -1.56809  -6.18432  2.99075  0.12
H  0.37612  -4.88432  2.27514  0.10
H  0.95677  -3.01141  3.19206  0.09
H  2.89611  -3.26554  4.64253  0.12
H  5.16269  -3.48373  3.67163  0.12
H  5.45704  -3.40372  1.21683  0.12
H  3.51840  -3.10000  -0.25251  0.12
H  -0.65087  0.67505  -5.30145  0.11
H  -0.54408  -0.76815  -7.28221  0.12
H  -0.12890  -3.17294  -7.05176  0.12
H  0.39304  2.56207  -4.12491  0.11
H  2.50792  3.49710  -4.97485  0.12
H  4.66678  2.49962  -4.30252  0.11
H  4.70745  0.55985  -2.77006  0.10
H  2.58778  -0.38068  -1.90942  0.08
H  -0.68091  2.83123  -1.42935  0.05
H  -2.47173  4.46910  -1.80179  0.11
H  -4.38283  3.89848  -3.26883  0.11
H  -4.49220  1.67468  -4.33393  0.12
H  -2.67968  0.05501  -4.00214  0.11
C  0.38431  5.49248  -0.99726  -0.10
C  0.84750  4.46668  0.03369  -0.35
S  1.62354  3.06355  -0.79342  1.00
O  1.06289  1.79601  -0.10543  -0.63
C  3.32568  3.20030  -0.25911  -0.35
C  3.56725  3.53378  1.20452  -0.10
H  -0.01724  6.36878  -0.48983  0.09
H  -0.38986  5.08614  -1.64646  0.04
H  1.20722  5.82603  -1.63106  0.08
H  0.02720  4.01459  0.59510  0.07
H  1.54352  4.89509  0.75029  0.08
H  3.76596  3.93026  -0.94363  0.11
H  3.72172  2.22198  -0.53536  0.06
H  3.66023  4.60663  1.36421  0.09
H  4.50074  3.07386  1.52757  0.08
H  2.76316  3.16738  1.83819  0.05
O  0.51730  3.61442  2.96810  0.07
C  -0.63032  3.24283  2.90735  -0.52
N  -1.73291  3.92771  3.30735  0.17
C  -2.95985  3.17428  3.14235  -0.25
C  -2.31774  1.94934  2.48547  -0.31
O  -3.11326  0.97598  2.17134  0.03
N  -1.04275  1.97419  2.37806  0.22
C  -3.97445  3.91824  2.28222  -0.15
C  -4.56296  5.05688  2.83190  -0.02
C  -5.47553  5.80013  2.10419  -0.05
C  -5.82343  5.40467  0.81763  -0.07
C  -5.24605  4.27288  0.26904  -0.07
C  -4.31503  3.53167  0.99377  -0.02
C  -3.57840  2.73335  4.47905  -0.15
C  -4.86932  2.21072  4.49700  -0.03
C  -5.43123  1.78182  5.68787  -0.06
C  -4.71083  1.87082  6.87357  -0.07
C  -3.42556  2.38623  6.85821  -0.06
C  -2.85719  2.81354  5.66247  -0.02
H  -1.68117  4.85708  3.68892  0.17
H  -4.32559  5.34892  3.84951  0.13
H  -5.92770  6.67938  2.54353  0.11
H  -6.54837  5.97506  0.25216  0.11
H  -5.52142  3.95694  -0.72789  0.10
H  -3.87774  2.64757  0.54530  0.10
H  -5.44201  2.15740  3.57864  0.12
H  -6.43962  1.38918  5.69549  0.11
H  -5.15621  1.54794  7.80516  0.11
H  -2.86158  2.46532  7.77819  0.11
H  -1.85265  3.21614  5.66352  0.11
C  2.43613  0.46115  3.10609  0.03
C  2.93902  0.04075  1.76286  -0.34
O  2.18536  -0.31439  0.85493  -0.14
C  4.39959  -0.01489  1.51720  -0.18
C  5.30514  0.12704  2.56531  -0.02
C  6.66790  0.04071  2.32341  -0.04
C  7.12905  -0.17517  1.03113  -0.04
C  6.22924  -0.31285  -0.02186  -0.05
C  4.86921  -0.23941  0.22338  -0.04
H  1.37558  0.66739  3.06824  0.06
H  2.93426  1.36451  3.44888  0.10
H  2.64431  -0.33369  3.82649  0.10
H  4.95533  0.29347  3.57632  0.12
H  7.36947  0.14549  3.13987  0.12
H  8.19327  -0.23213  0.84275  0.12
H  6.59398  -0.48319  -1.02643  0.11
H  4.15367  -0.35302  -0.58110  0.08

---

(4)
# C3H3NO

A cluster of 2 separate species, C3H3NO in total (ωB97M-V with the def2-TZVPD basis set, the OMol25 dataset).

Results
ΔE to the lowest compared entry with this formula, charge and spin, eV: 9.325
Electronic energy, eV: -6687.1668
Net charge: 0
2S+1: 1

Each line ends with the Löwdin charge.
Element x y z (Å)
O  0.42276  -1.66401  0.06936  -0.33
C  1.25024  -0.79944  0.42110  0.08
C  -0.51668  1.89854  -0.00364  0.02
C  -0.93406  0.77033  0.00043  -0.03
N  -0.57118  -2.33013  -0.04083  0.17
H  1.84836  -0.50769  -0.45279  0.07
H  -0.18968  2.91434  0.00576  0.02
H  -1.31505  -0.23789  -0.01062  0.00